Here is a structure of composition C52H48BrMoN7O3S3 from OMol25. Energies are from ωB97M-V/def2-TZVPD.

The geometry in XYZ format:
```
115
Properties=species:S:1:pos:R:3
Mo -0.9417 -0.1978 0.6596
Br -0.6717 -2.4733 -2.6100
S -5.7312 -0.9793 3.8144
S 4.1094 -1.7578 -1.7993
S 1.4215 0.4916 1.5319
O -0.2837 0.2443 -1.0905
O -2.6626 3.6168 1.0956
O -3.4041 2.3780 -1.3801
N 2.0294 2.0528 3.5871
N -1.2516 0.8152 2.6606
N -2.2504 1.4234 0.4094
N -1.7888 -1.7332 1.9988
N 0.9961 3.1290 1.8077
N -2.7073 -0.9441 -0.4502
N 0.3984 -1.9854 0.5415
C -2.9373 -1.5963 2.6440
C 1.0370 1.3479 -2.8215
C 2.0820 0.9623 -7.0262
C 1.7957 -0.0052 -4.7434
C 2.5499 -1.4567 -6.6725
C 2.7327 3.2438 5.5662
C 0.8013 -4.2202 1.3508
C -1.1234 -2.9078 2.0898
C 1.2577 3.8425 -3.2621
C -4.2900 -0.2562 -2.1022
C 1.0458 -1.0631 -4.2678
C 0.0587 -3.0433 1.3119
C -6.9166 -1.4603 4.9417
C 1.1276 2.7481 -2.1863
C -3.4931 -2.5983 3.4562
C -2.2977 2.4822 1.2810
C 4.3022 -4.2736 -1.4026
C -0.9449 1.0517 5.0092
C 0.3546 5.4728 1.7029
C -6.5946 -2.6358 5.5472
C -4.1000 -2.5601 -1.5042
C 1.4780 1.9975 2.3854
C 0.3366 -5.2915 2.1936
C 5.4082 -2.5892 -2.5236
C -1.5796 -3.9654 2.8810
C -5.3597 -3.1575 5.0906
C 0.3360 0.2279 -2.3052
C 1.9597 -4.2794 0.5624
C 4.0834 0.2414 -5.7007
C 3.5156 -3.2033 -1.0684
C 0.3377 -0.9380 -3.0851
C -4.6904 -1.5727 -2.2760
C 2.3274 -3.2002 -0.2190
C -2.9831 1.4307 -0.7784
C 2.6172 -0.0731 -6.0273
C -0.7970 -5.1731 2.9183
C 1.4967 -2.0621 -0.1845
C 5.3880 -3.9209 -2.2377
C -1.5560 2.2987 4.9790
C -4.7635 -2.3689 4.1439
C 0.9853 4.3347 2.4262
C -0.7987 0.3457 3.8326
C 2.3730 2.7967 -1.2900
C -3.0975 -2.2103 -0.6194
C -1.9908 2.8006 3.7646
C -2.7840 -3.7849 3.5700
C 1.7543 1.1672 -4.0002
C -0.1129 3.1236 -1.3829
C -1.8230 2.0236 2.6334
C 2.0844 3.2243 4.2239
C 1.5366 4.3933 3.6769
C -3.3182 0.0151 -1.1638
H -0.2847 2.4295 -0.5666
H 4.1134 -5.2860 -1.0751
H 2.1543 1.9787 -6.6359
H 0.7611 5.5632 0.6954
H -3.4406 -0.6450 2.5207
H -2.4719 3.7639 3.6620
H 0.5225 6.4050 2.2352
H -0.2940 -0.6100 3.8109
H -5.4626 -1.8223 -2.9911
H 2.5670 -5.1753 0.5823
H 1.0359 0.7660 -7.2676
H 4.6860 0.2031 -6.6095
H 3.1554 -1.4635 -7.5791
H 6.1252 -2.0518 -3.1228
H -0.5778 0.6252 5.9319
H -4.3918 -3.5966 -1.5955
H 2.3178 2.0078 -4.3737
H 0.4720 3.7540 -4.0134
H 1.9976 3.5057 6.3307
H -7.2145 -3.1119 6.2914
H 4.2004 1.2352 -5.2658
H 6.1216 -4.6214 -2.6066
H 3.2764 2.6057 -1.8708
H 2.4781 3.7880 -0.8364
H -2.5828 -2.9662 -0.0427
H -0.0032 4.1399 -0.9973
H 2.6585 0.9208 -7.9516
H 0.9153 -6.2054 2.2309
H -7.7931 -0.8514 5.0936
H 1.1605 4.8202 -2.7870
H 3.5104 4.0081 5.5995
H -4.9362 -4.0786 5.4648
H -1.1395 -5.9904 3.5394
H -0.7223 5.3024 1.6109
H 2.3259 2.0415 -0.5019
H 1.5689 5.3292 4.2156
H 2.9400 -2.2321 -6.0087
H -4.7303 0.5681 -2.6458
H 2.2220 3.8375 -3.7662
H 0.6505 3.0636 0.8531
H -1.0165 3.1185 -1.9916
H 1.7359 -1.1935 -0.7831
H 3.1626 2.2731 5.7933
H -1.6885 2.8678 5.8899
H 0.9939 -2.0007 -4.8008
H -3.1667 -4.5932 4.1802
H 4.4845 -0.4893 -4.9959
H 1.5302 -1.7224 -6.9576
```

Summary:
⟨S²⟩: 2.02
Energy relative to the best compared isomer or geometry (same formula, charge and spin) (kcal per mole): 0.0
2S+1: 3
HOMO level (alpha / beta) (eV): -12.31 / -12.48
Net charge: +2
Electronic energy (a.u.): -6455.87658